79
Properties=species:S:1:pos:R:3 method="wB97M-V/def2-TZVPD" total_energy_ha=-5403.455676 homo_ha="-0.46696 / -0.44511" molar_mass_g_mol=602.48 multiplicity=4 relative_energy_kcal_mol=58.8 total_charge=+2
N -0.38 2.40 -6.77
C 0.79 1.91 -6.37
C 1.02 1.51 -5.03
C -0.04 1.61 -4.10
C -1.28 2.13 -4.56
C -1.39 2.49 -5.91
C 0.09 0.90 -2.82
V 0.15 0.69 -0.79
P -0.88 -2.20 2.92
C -0.96 0.02 -2.37
C -0.71 -1.35 -1.88
C -1.80 -2.06 -1.29
C -1.75 -3.45 -1.18
C -0.60 -4.19 -1.57
C 0.53 -3.45 -2.01
C 0.47 -2.07 -2.18
Br -0.52 -6.01 -1.34
H 1.16 0.69 -2.52
H -1.98 0.20 -2.71
H 1.99 1.07 -4.78
H -2.15 2.21 -3.92
H 1.59 1.83 -7.11
H -2.34 2.87 -6.32
H -2.71 -1.50 -1.02
H 1.35 -1.52 -2.57
H -2.59 -3.98 -0.74
H 1.46 -3.96 -2.23
P -0.29 2.39 0.68
C -0.71 -3.87 2.17
C -1.60 -4.91 2.85
H 0.34 -4.15 2.31
H -0.92 -3.80 1.09
H -1.54 -5.87 2.31
H -1.26 -5.07 3.88
H -2.66 -4.62 2.88
C -2.25 -1.45 2.01
C -3.52 -1.43 2.87
H -2.39 -2.05 1.10
H -1.95 -0.43 1.70
H -4.33 -0.90 2.35
H -3.89 -2.45 3.09
H -3.35 -0.93 3.84
C 0.73 -1.38 2.70
C 1.55 -1.58 3.98
H 0.54 -0.31 2.51
H 1.21 -1.81 1.82
H 2.32 -0.80 4.09
H 0.90 -1.55 4.87
H 2.06 -2.56 3.98
C 1.02 2.42 1.94
C 1.06 3.73 2.73
H 1.99 2.21 1.46
H 0.86 1.57 2.61
H 1.47 4.55 2.13
H 0.07 4.01 3.07
H 1.69 3.61 3.61
C -1.93 2.28 1.48
C -3.06 2.10 0.47
H -2.08 3.19 2.09
H -1.87 1.43 2.18
H -3.09 2.94 -0.24
H -2.95 1.18 -0.12
H -4.02 2.06 0.98
C -0.22 3.93 -0.31
C 1.05 4.01 -1.14
H -0.37 4.81 0.32
H -1.09 3.86 -0.98
H 1.01 3.28 -1.95
H 1.15 5.00 -1.58
H 1.96 3.82 -0.56
C 5.00 -0.96 1.07
C 4.53 0.08 0.04
C 3.10 0.10 -0.18
N 1.98 0.31 -0.46
H 4.48 -0.86 2.02
H 6.07 -0.87 1.26
H 4.83 -1.97 0.70
H 4.83 1.09 0.36
H 5.01 -0.14 -0.93



12
Properties=species:S:1:pos:R:3 method="wB97M-V/def2-TZVPD" total_energy_ha=-704.020105 homo_ha=-0.13081 molar_mass_g_mol=117.15 relative_energy_kcal_mol=73.3 total_charge=-1
C 0.24 -0.55 -0.61
C 1.44 -0.50 -0.74
C -1.62 0.60 0.43
C -1.26 -0.61 -0.41
O 3.52 -0.82 0.96
O 3.19 1.47 -0.03
S 3.29 0.00 -0.25
H -2.50 0.43 1.00
H -1.83 1.41 -0.27
H -0.90 0.94 1.05
H -1.84 -0.88 -1.33
H -1.71 -1.48 0.20



138
Properties=species:S:1:pos:R:3 method="wB97M-V/def2-TZVPD" total_energy_ha=-2928.492971 homo_ha=-0.23528 molar_mass_g_mol=830.02 relative_energy_kcal_mol=987.9
C -0.59 -0.12 -3.01
O -0.90 0.75 -2.20
N 0.65 -0.42 -3.09
N -1.37 -0.71 -3.84
H 1.29 0.10 -2.51
H 0.94 -0.97 -3.88
H -1.05 -1.57 -4.27
H -2.34 -0.43 -3.87
C -0.68 3.60 -0.86
O -1.18 4.61 -0.37
N 0.19 3.67 -1.80
N -0.99 2.37 -0.46
H 0.27 2.76 -2.23
H 0.47 4.60 -2.07
H -1.59 2.35 0.36
H -0.64 1.62 -1.03
C -7.23 2.69 -2.21
O -5.91 2.23 -1.91
C -5.59 1.00 -2.54
C -4.22 0.64 -1.90
N -3.62 -0.70 -2.25
C -2.31 -1.09 -1.83
C -2.40 -1.90 -0.41
O -3.40 -2.84 -0.43
C -3.41 -3.71 0.70
H -7.18 2.89 -3.28
H -7.45 3.53 -1.55
H -7.89 1.85 -2.00
H -5.57 1.10 -3.62
H -6.16 0.09 -2.38
H -4.23 0.83 -0.83
H -3.48 1.38 -2.19
H -4.04 -1.33 -1.58
H -1.65 -0.22 -1.75
H -1.85 -1.83 -2.48
H -2.54 -1.20 0.42
H -1.47 -2.39 -0.14
H -2.42 -4.12 0.91
H -3.88 -4.59 0.27
H -3.98 -3.38 1.57
C -4.14 1.95 0.86
O -2.71 2.28 0.94
C -2.49 3.54 1.58
C -1.00 3.80 1.69
N -0.33 2.61 2.21
C 1.11 2.55 2.18
C 1.64 3.93 2.72
O 2.94 3.69 3.22
C 3.69 4.81 3.46
H -4.59 2.19 -0.11
H -4.75 2.39 1.65
H -4.22 0.87 0.88
H -2.90 3.55 2.59
H -2.90 4.43 1.09
H -0.85 4.59 2.42
H -0.63 4.14 0.72
H -0.73 1.79 1.78
H 1.38 2.49 1.13
H 1.51 1.71 2.75
H 1.01 4.44 3.44
H 1.66 4.53 1.81
H 4.66 4.44 3.81
H 3.45 5.26 4.42
H 3.93 5.53 2.68
C -0.78 -0.72 2.57
O -1.07 -1.97 2.05
C -2.20 -2.59 2.70
C -2.17 -4.19 2.40
N -0.81 -4.76 2.44
C -0.14 -4.94 1.18
C -0.42 -6.22 0.31
O 0.57 -6.30 -0.80
C 0.11 -5.58 -1.96
H -1.17 -0.46 3.55
H -1.14 0.08 1.93
H 0.31 -0.63 2.66
H -3.14 -2.10 2.44
H -2.08 -2.48 3.78
H -2.67 -4.59 1.51
H -2.62 -4.77 3.20
H -0.34 -3.91 2.71
H 0.90 -5.01 1.49
H -0.23 -4.04 0.58
H -1.44 -6.15 -0.07
H -0.32 -7.11 0.92
H 0.75 -5.49 -2.84
H 0.05 -4.55 -1.59
H -0.87 -5.83 -2.35
C 0.68 -0.54 -0.35
C 1.74 0.55 -0.39
O 2.10 0.90 -1.73
O -0.59 -0.06 -0.52
H 0.69 -0.90 0.68
H 1.02 -1.33 -1.02
H 2.75 0.32 -0.03
H 1.33 1.40 0.16
H 2.91 1.39 -1.61
H -0.67 0.28 -1.42
C 1.98 -3.66 -0.27
C 2.84 -3.07 -1.36
O 2.79 -1.65 -1.51
O 0.78 -3.04 -0.27
H 2.57 -3.48 0.62
H 1.74 -4.71 -0.08
H 2.50 -3.43 -2.33
H 3.81 -3.56 -1.29
H 3.13 -1.19 -2.29
H 1.02 -2.20 0.13
C 2.54 -0.24 2.06
C 3.36 0.92 2.68
O 3.36 0.88 4.08
O 1.12 -0.22 2.47
H 3.01 -1.16 2.42
H 2.59 -0.22 0.98
H 3.01 1.85 2.24
H 4.34 0.89 2.22
H 2.47 1.10 4.39
H 1.04 -0.11 3.42
C 2.86 3.22 -1.58
C 2.42 3.19 -3.11
O 1.36 2.29 -3.21
O 3.70 2.11 -1.27
H 2.01 3.40 -0.92
H 3.57 4.03 -1.47
H 3.18 2.74 -3.75
H 2.05 4.16 -3.44
H 1.65 1.40 -2.97
H 4.41 2.11 -1.91
C 4.51 -0.85 -0.40
C 4.84 0.38 0.40
O 3.88 1.44 0.47
O 5.48 -1.91 -0.44
H 4.34 -0.73 -1.47
H 3.53 -1.18 -0.07
H 5.67 0.90 -0.08
H 5.10 0.15 1.44
H 3.89 1.89 -0.37
H 5.21 -2.77 -0.11



109
Properties=species:S:1:pos:R:3 method="wB97M-V/def2-TZVPD" total_energy_ha=-8805.822092 homo_ha="-0.44108 / -0.54297" molar_mass_g_mol=1108.63 multiplicity=6 relative_energy_kcal_mol=69.2 total_charge=+3
Ir -1.59 -0.89 -0.60
C 8.52 8.28 -0.78
O 7.03 8.36 -0.67
C 6.24 7.29 -0.97
C 6.59 6.20 -1.78
C 5.62 5.30 -2.19
C 4.35 5.39 -1.64
C 4.03 6.43 -0.73
C 4.93 7.45 -0.43
C 3.36 4.33 -1.65
N 2.01 4.48 -1.60
C 1.54 3.24 -1.27
C 2.57 2.25 -1.29
N 3.69 2.97 -1.64
C 2.29 0.88 -1.17
C 3.22 -0.23 -1.13
C 2.73 -1.41 -0.58
C 1.35 -1.67 -0.45
N 0.46 -0.74 -0.78
C 0.93 0.50 -1.06
C -0.06 1.51 -1.06
N -1.34 1.11 -0.76
C -2.38 1.99 -0.62
C -2.15 3.32 -1.02
C -0.86 3.80 -1.33
C 0.20 2.91 -1.16
H 8.92 9.21 -0.41
H 8.85 8.18 -1.86
H 8.91 7.42 -0.21
H 7.66 6.09 -2.10
H 5.84 4.55 -2.98
H 3.04 6.35 -0.24
H 4.67 8.41 0.05
H 4.69 2.62 -1.68
H 4.28 -0.18 -1.43
H 3.42 -2.23 -0.35
H 0.97 -2.68 -0.16
H -3.34 1.67 -0.24
H -2.93 4.03 -1.09
H -0.70 4.84 -1.60
C -5.74 0.53 0.70
C -5.46 0.07 -0.76
As -3.96 -1.18 -1.14
C -4.29 -0.88 -3.14
C -3.37 0.06 -3.89
C -4.76 -2.98 -0.97
C -5.29 -3.53 0.31
H -4.86 0.79 1.29
H -6.27 -0.30 1.17
H -6.45 1.41 0.71
H -5.22 0.90 -1.45
H -6.34 -0.41 -1.21
H -5.33 -0.53 -3.14
H -4.21 -1.89 -3.60
H -3.93 0.97 -4.18
H -2.86 -0.47 -4.70
H -2.65 0.47 -3.20
H -3.93 -3.61 -1.31
H -5.54 -3.04 -1.73
H -5.54 -4.60 0.23
H -6.24 -2.98 0.57
H -4.57 -3.43 1.15
C 0.24 -5.41 -2.25
As -0.92 -3.86 -2.45
C -2.46 -4.66 -3.31
C -0.28 -2.59 -3.78
O -1.45 -2.93 -1.05
H 0.86 -5.35 -1.36
H 0.86 -5.58 -3.11
H -0.47 -6.26 -2.11
H -2.18 -4.75 -4.36
H -3.24 -3.91 -3.21
H -2.66 -5.65 -2.84
H 0.80 -2.63 -3.84
H -0.55 -1.63 -3.32
H -0.70 -2.64 -4.74
C -2.77 0.19 2.85
Ge -1.45 -0.96 1.83
C -1.79 -2.68 2.75
C -1.61 -2.61 4.11
C -1.81 -3.72 4.95
C -2.11 -4.91 4.32
C -2.15 -4.98 2.94
C -1.98 -3.91 2.10
C 0.25 -0.39 2.74
C 0.34 0.98 2.91
C 1.51 1.63 3.32
C 2.56 0.86 3.77
C 2.51 -0.60 3.75
C 3.59 -1.39 4.18
C 3.53 -2.79 4.05
C 2.51 -3.38 3.24
C 1.49 -2.58 2.78
C 1.41 -1.20 3.08
H -2.44 0.34 3.88
H -3.76 -0.30 2.74
H -2.79 1.13 2.34
H -1.49 -1.61 4.50
H -1.64 -3.74 6.02
H -2.36 -5.85 4.86
H -2.32 -6.00 2.52
H -1.96 -4.00 1.03
H -0.56 1.51 2.70
H 1.48 2.72 3.41
H 3.33 1.29 4.43
H 4.45 -0.97 4.78
H 4.26 -3.45 4.57
H 2.46 -4.49 3.14
H 0.68 -2.96 2.10



75
Properties=species:S:1:pos:R:3 method="wB97M-V/def2-TZVPD" total_energy_ha=-4164.283390 homo_ha="-0.38998 / -0.39002" molar_mass_g_mol=921.14 multiplicity=5 relative_energy_kcal_mol=3.2 total_charge=+1
Ru -1.59 0.20 -0.91
O -2.03 -1.52 1.25
Cl -1.31 -0.52 2.03
O -1.83 -0.41 3.37
O -1.69 0.81 1.32
O 0.55 0.93 -0.31
S -4.80 2.69 -2.72
C -3.62 1.81 -2.10
S -2.02 2.30 -1.54
S -3.59 0.06 -1.78
S 0.96 2.31 0.17
Sb -0.05 2.82 2.37
C 1.12 4.55 2.55
C 2.51 4.44 2.45
C 3.30 5.57 2.57
C 2.70 6.80 2.80
C 1.32 6.91 2.91
C 0.53 5.79 2.78
C 0.68 1.41 3.75
C 0.35 1.58 5.09
C 0.86 0.70 6.02
C 1.69 -0.33 5.62
C 2.03 -0.49 4.28
C 1.52 0.39 3.34
C -2.06 3.38 2.49
C -2.89 2.79 3.44
C -4.22 3.17 3.48
C -4.71 4.11 2.58
C -3.88 4.67 1.62
C -2.54 4.31 1.58
H 2.98 3.47 2.29
H 4.37 5.49 2.49
H 3.32 7.68 2.91
H 0.87 7.88 3.09
H -0.55 5.88 2.86
H -0.30 2.39 5.41
H 0.61 0.82 7.07
H 2.09 -1.02 6.36
H 2.68 -1.30 3.98
H 1.77 0.25 2.29
H -2.52 2.02 4.10
H -4.88 2.72 4.21
H -5.76 4.39 2.61
H -4.27 5.38 0.91
H -1.89 4.75 0.82
C -0.31 -4.00 -7.56
C 0.51 -4.34 -6.35
C 1.22 -3.36 -5.66
C 1.99 -3.67 -4.55
C 2.04 -4.98 -4.08
N 2.78 -5.34 -2.93
C 3.17 -4.56 -1.87
O 4.19 -4.76 -1.25
N 2.36 -3.47 -1.55
C 0.98 -3.32 -1.62
C 0.08 -4.37 -1.82
C -1.27 -4.09 -1.89
C -1.71 -2.80 -1.73
N -0.86 -1.79 -1.51
C 0.45 -2.05 -1.46
C 1.34 -5.97 -4.76
C 0.60 -5.65 -5.89
H -0.31 -2.93 -7.76
H -1.35 -4.32 -7.43
H 0.08 -4.51 -8.45
H 1.19 -2.34 -6.01
H 2.56 -2.90 -4.05
H 3.35 -6.18 -3.00
H 2.84 -2.87 -0.89
H 0.44 -5.39 -1.92
H -1.98 -4.89 -2.05
H -2.76 -2.55 -1.77
H 1.11 -1.20 -1.31
H 1.38 -6.99 -4.41
H 0.07 -6.44 -6.41



36
Properties=species:S:1:pos:R:3 method="wB97M-V/def2-TZVPD" total_energy_ha=-857.635499 homo_ha=-0.34005 molar_mass_g_mol=245.28 relative_energy_kcal_mol=76.0
C 1.03 -1.53 0.44
C 0.65 -0.47 1.52
C 2.35 -1.43 -0.30
C 2.44 -0.11 -1.17
C 2.82 1.21 -0.35
C -1.21 0.81 0.07
C -1.26 2.35 0.14
C -2.73 0.26 -0.13
C -3.02 -0.77 1.08
C -2.87 -0.47 -1.50
H -0.79 -2.08 -0.08
H 0.27 -2.31 -1.23
H 1.15 -2.47 1.04
H 2.46 -2.43 -0.83
H 3.12 -1.41 0.43
H 3.00 -0.24 -2.00
H 1.41 0.04 -1.55
H 4.29 2.39 0.63
H 4.91 1.22 -0.26
H -0.56 0.90 2.08
H -0.69 0.66 -0.92
H -3.35 1.14 0.17
H -2.34 -1.69 1.25
H -3.95 -1.16 0.87
H -3.23 -0.28 2.00
H -3.75 -1.13 -1.61
H -2.95 0.29 -2.30
H -2.03 -1.10 -1.52
H 0.53 2.26 0.03
N -0.03 -1.65 -0.49
N 4.07 1.74 -0.15
N -0.48 0.34 1.23
O 1.27 -0.49 2.59
O 1.89 1.68 0.35
O -2.31 3.03 0.17
O -0.11 2.92 0.31



11
Properties=species:S:1:pos:R:3 method="wB97M-V/def2-TZVPD" total_energy_ha=-302.304803 homo_ha=-0.35220 molar_mass_g_mol=92.10 relative_energy_kcal_mol=77.5
C 0.03 2.57 0.30
C -0.02 1.26 0.29
C 0.09 -0.02 0.30
N 0.22 -1.17 1.11
C 0.45 -1.27 -0.36
C -0.51 -1.99 -1.18
N -1.25 -2.61 -1.82
H -0.82 3.22 0.15
H 1.00 3.03 0.46
H -0.68 -1.57 1.38
H 1.48 -1.43 -0.64



12
Properties=species:S:1:pos:R:3 method="wB97M-V/def2-TZVPD" total_energy_ha=-227.707076 homo_ha=-0.59977 molar_mass_g_mol=71.10 relative_energy_kcal_mol=29.7 total_charge=+1
C -1.59 0.18 0.18
C 3.05 -0.11 0.34
C -3.01 -0.02 -0.07
N 2.09 0.20 -0.35
N -0.42 0.28 0.25
H 3.07 0.13 1.46
H 0.77 0.37 -0.13
H 3.94 -0.73 0.00
H -3.46 -0.20 0.84
H -3.03 -0.77 -0.71
H -3.56 0.80 -0.51
H 2.17 -0.12 -1.30